{"formula": "C27H28Cl3ErN8OSSe", "method": "ωB97M-V/def2-TZVPD", "elements": ["Er", "C", "C", "N", "C", "C", "C", "C", "C", "C", "C", "N", "C", "C", "N", "N", "H", "H", "H", "H", "H", "H", "H", "H", "H", "H", "H", "H", "H", "H", "H", "H", "H", "H", "Cl", "C", "C", "C", "Cl", "C", "O", "C", "Cl", "C", "H", "H", "Se", "N", "C", "C", "C", "C", "C", "C", "N", "H", "H", "H", "H", "S", "C", "N", "C", "C", "C", "N", "H", "H", "H", "H"], "coordinates": [[0.254, 0.224, -0.202], [-3.150, 0.552, -0.244], [-2.837, -0.925, -0.220], [-1.628, -1.193, 0.588], [-1.830, -1.107, 2.043], [-1.570, 0.276, 2.593], [-2.104, 0.684, 3.807], [-1.816, 1.957, 4.268], [-1.027, 2.797, 3.497], [-0.526, 2.323, 2.297], [0.336, 3.190, 1.407], [0.336, 2.747, 0.006], [-0.730, 3.366, -0.804], [-2.070, 2.738, -0.517], [-2.006, 1.299, -0.814], [-0.783, 1.080, 1.869], [-3.316, 0.930, 0.767], [-4.073, 0.741, -0.800], [-2.626, -1.283, -1.233], [-3.691, -1.502, 0.150], [-1.299, -2.124, 0.352], [-1.133, -1.806, 2.517], [-2.837, -1.433, 2.325], [-2.738, 0.012, 4.369], [-2.222, 2.301, 5.209], [-0.812, 3.808, 3.814], [1.371, 3.178, 1.757], [0.012, 4.234, 1.489], [1.221, 2.978, -0.436], [-0.457, 3.217, -1.854], [-0.769, 4.449, -0.639], [-2.856, 3.235, -1.095], [-2.352, 2.855, 0.531], [-2.055, 1.194, -1.824], [0.669, -3.636, -6.665], [0.631, -3.080, -5.032], [0.365, -1.739, -4.766], [0.355, -1.363, -3.440], [0.002, 0.350, -3.072], [0.590, -2.198, -2.337], [0.576, -1.734, -1.111], [0.828, -3.534, -2.679], [1.046, -4.697, -1.410], [0.854, -3.973, -3.995], [0.172, -1.029, -5.554], [1.042, -5.016, -4.203], [1.650, -2.756, 1.426], [1.473, -0.932, 1.595], [2.115, -0.592, 2.705], [2.301, 0.733, 3.212], [2.974, 0.920, 4.378], [3.521, -0.166, 5.136], [3.390, -1.441, 4.689], [2.685, -1.679, 3.458], [2.529, -2.886, 2.962], [1.942, 1.582, 2.654], [3.119, 1.924, 4.755], [4.049, 0.052, 6.053], [3.799, -2.293, 5.211], [3.018, 0.806, -0.605], [3.290, 1.792, -1.965], [4.482, 1.628, -2.615], [4.844, 2.338, -3.699], [3.966, 3.266, -4.194], [2.751, 3.390, -3.510], [2.417, 2.688, -2.442], [5.114, 0.931, -2.239], [5.820, 2.115, -4.104], [4.205, 3.860, -5.060], [2.015, 4.109, -3.851]], "e_above_lowest_ev": 0.0000, "total_energy_ev": -183784.8934, "homo_ev": [-12.71, -12.71], "spin_multiplicity": 4, "charge": 2, "homo_lumo_gap_ha": [0.252, 0.252]}


{"formula": "C27H28MoN3O4S", "method": "ωB97M-V/def2-TZVPD", "elements": ["Mo", "C", "C", "C", "C", "C", "C", "C", "C", "N", "C", "C", "C", "C", "N", "C", "C", "C", "C", "C", "C", "C", "C", "H", "H", "H", "H", "H", "H", "H", "H", "H", "H", "H", "H", "H", "H", "H", "H", "H", "H", "H", "H", "H", "H", "H", "H", "O", "O", "C", "N", "S", "O", "O", "C", "C", "C", "C", "C", "C", "H", "H", "H", "H"], "coordinates": [[-0.141, 0.822, -0.720], [3.091, -2.130, -1.681], [3.499, -0.854, -2.369], [4.414, -0.872, -3.413], [4.793, 0.303, -4.039], [4.252, 1.510, -3.630], [3.324, 1.578, -2.596], [2.772, 2.912, -2.173], [2.974, 0.380, -1.978], [2.046, 0.324, -0.868], [2.508, 0.420, 0.320], [3.881, 0.835, 0.730], [1.571, -0.025, 1.427], [2.220, -0.863, 2.474], [0.345, 0.307, 1.298], [-0.623, -0.135, 2.284], [-1.132, -1.433, 2.200], [-0.638, -2.416, 1.170], [-2.084, -1.800, 3.142], [-2.497, -0.909, 4.120], [-1.963, 0.367, 4.176], [-1.016, 0.783, 3.250], [-0.455, 2.178, 3.266], [3.447, -2.993, -2.239], [2.006, -2.214, -1.590], [3.512, -2.201, -0.673], [4.827, -1.819, -3.736], [5.509, 0.279, -4.849], [4.547, 2.428, -4.123], [3.187, 3.700, -2.797], [3.015, 3.152, -1.135], [1.689, 2.955, -2.265], [4.291, 1.547, 0.017], [4.554, -0.028, 0.744], [3.866, 1.269, 1.728], [3.042, -1.428, 2.039], [1.499, -1.532, 2.937], [2.629, -0.228, 3.265], [0.428, -2.628, 1.276], [-0.818, -2.083, 0.147], [-1.166, -3.362, 1.274], [-2.500, -2.799, 3.107], [-3.242, -1.213, 4.843], [-2.299, 1.063, 4.934], [-1.050, 2.818, 3.914], [-0.464, 2.618, 2.267], [0.573, 2.195, 3.638], [0.058, 2.447, -0.612], [-1.328, -0.784, -1.704], [-2.406, -0.237, -1.290], [-2.212, 0.878, -0.636], [-3.576, 1.658, -0.131], [-3.730, 2.878, -0.848], [-3.614, 1.669, 1.297], [-4.611, 0.368, -0.809], [-5.984, 0.284, -0.794], [-6.560, -0.828, -1.406], [-5.780, -1.806, -2.013], [-4.394, -1.707, -2.029], [-3.822, -0.608, -1.416], [-6.593, 1.046, -0.327], [-7.636, -0.929, -1.412], [-6.261, -2.653, -2.483], [-3.775, -2.456, -2.504]], "e_above_lowest_ev": 0.0000, "total_energy_ev": -53800.0193, "homo_ev": -11.29, "charge": 1, "homo_lumo_gap_ha": 0.262}